No. 1
Entry from OMol25: the molecule C3H6N4S (ωB97M-V with the def2-TZVPD basis set).

## Properties
HOMO-LUMO gap, eV: 8.99
E_LUMO, eV: 0.3
Total charge: 0
Structure (SMILES): SNC1=NN=CCN1

Each line ends with the natural charge from an NBO analysis.
Atoms and positions in Å:
S 2.5229 -0.3565 -0.0889  0.18
N 1.3907 0.9198 -0.0126  -0.76
C 0.0493 0.5061 0.1933  0.50
N -0.9277 1.3468 0.1233  -0.37
N -2.2640 0.9364 -0.1761  -0.19
C -2.4776 -0.3440 0.0607  0.03
C -1.5897 -1.3198 0.2680  -0.32
N -0.2831 -0.7660 -0.4256  -0.63
H 2.9726 -0.3727 1.3788  0.11
H 1.6196 1.8993 0.0343  0.42
H -3.4854 -0.6652 -0.3811  0.19
H -1.3745 -1.5647 1.3243  0.21
H -1.7814 -2.1395 -0.3954  0.24
H 0.3804 -1.5673 -0.2338  0.39

No. 2
Entry from OMol25: a cluster of 2 separate species, C3H6N5 in total (ωB97M-V with the def2-TZVPD basis set).

## Properties
HOMO-LUMO gap, eV: 10.85
E_LUMO, eV: -3.2
Total charge: +1

Each line ends with the natural charge from an NBO analysis.
Atoms and positions in Å:
C 0.0669 0.9317 -1.4472  0.26
C -1.5503 0.7478 -0.1514  0.16
C 1.2818 -1.8055 1.6702  0.71
N -0.8663 1.8472 -1.7839  -0.30
N -1.8856 1.6862 -0.9858  -0.19
N -0.2950 0.3247 -0.3873  -0.49
N 0.1540 -1.8471 1.2166  -0.84
N 2.4344 -1.5357 1.7617  -0.68
H 1.0129 0.8632 -2.0506  0.27
H -1.9508 0.4876 0.8735  0.25
H 0.1318 -0.5215 0.1291  0.48
H -0.7692 -1.8256 1.4775  0.43
H -1.0518 2.4991 -2.6042  0.48
H 3.2871 -1.8522 2.2819  0.46

No. 3
Entry from OMol25: the ion C3H6NO with charge +1 (ωB97M-V with the def2-TZVPD basis set).

## Properties
HOMO-LUMO gap (spin up / spin down), eV: 8.58 / 8.58
E_LUMO (spin up / spin down), eV: -8.3 / -8.3
Total charge: +1
Structure (SMILES): CC(C)=[N+]=O

Each line ends with the natural charge from an NBO analysis.
Atoms and positions in Å:
C 0.0360 -1.3570 0.3263  -0.66
C -0.0718 0.1168 0.3409  0.31
C 0.2937 0.8257 -0.9226  -0.60
N -0.6540 0.8592 1.1304  0.28
O -0.8794 1.9926 1.8562  -0.05
H -1.0728 -1.5855 0.6048  0.30
H 0.4771 -1.7432 -0.7030  0.29
H 0.6482 -1.7448 1.1239  0.29
H 0.0843 1.8905 -0.9932  0.28
H -0.1473 0.4057 -1.7517  0.28
H 1.2860 0.3398 -1.0120  0.28

No. 4
Entry from OMol25: a cluster of 2 separate species, C3H6NO2 in total (ωB97M-V with the def2-TZVPD basis set).

## Properties
HOMO-LUMO gap, eV: 8.53
E_LUMO, eV: 4.3
Total charge: -1

Each line ends with the natural charge from an NBO analysis.
Atoms and positions in Å:
C 1.8975 0.1321 0.1860  -0.46
C 0.1494 -1.2533 0.8530  -0.06
N 1.4008 -1.0947 0.8134  -0.44
H 2.7381 -0.1164 -0.4678  0.17
H 2.1783 0.8106 0.9911  0.19
H 1.1261 0.6057 -0.4335  0.24
H -0.2396 -2.0356 1.5022  0.14
H -0.5545 -0.6858 0.2449  0.20
O -0.9996 1.3114 -0.6813  -0.80
C -2.1570 0.9129 -0.9226  0.62
O -2.5250 -0.0096 -1.6795  -0.79
H -3.0147 1.4227 -0.4059  -0.01

Calculated molar mass, 130.176; 112.116; 72.087; 88.086 g mol⁻¹ (same order as the records).
Calculated F_max, 9.99; 6.32; 10.79; 1.27 eV/A (same order as the records).